Computed, not measured: a structure of composition C4H8O, with ωB97M-V with the def2-TZVPD basis set.

Structure (XYZ):
```
13
Properties=species:S:1:pos:R:3:lowdin_charge:R:1
C -1.72 -0.22 -0.14 -0.0559
C -0.27 -0.27 0.33 -0.5319
C 0.60 0.85 -0.10 -0.1277
C 1.69 -0.29 -0.05 -0.1130
H -1.91 0.06 -1.27 0.1124
H -2.38 0.41 0.51 0.0810
H -2.25 -1.19 0.01 0.0744
H -0.15 -0.19 1.47 0.1588
H 0.57 1.22 -1.24 0.1554
H 0.62 1.63 0.71 0.1172
H 2.38 -0.41 -0.93 0.1201
H 2.27 -0.31 0.84 0.0923
O 0.55 -1.29 -0.13 -0.0831
```

Results
Orbital gap = 10.869 eV
HOMO energy = -9.691 eV
Energy relative to the best compared isomer or geometry (same formula, charge and spin) = 203.4 kJ/mol
Total energy = -6323.05930 eV
LUMO level = 0.0433 Eh
F_max = 2.9 eV/A

***

Computed, not measured: an isolated molecule of C4H8O, with ωB97M-V with the def2-TZVPD basis set.

Structure (XYZ):
```
13
Properties=species:S:1:pos:R:3:lowdin_charge:R:1
C 1.04 0.85 -0.38 -0.0954
C -0.42 0.75 0.11 -0.2419
C -1.03 -0.58 -0.31 -0.1949
O -0.02 -1.61 -0.19 -0.2248
C 0.73 -1.80 0.90 0.0653
H 1.02 1.00 -1.46 0.0815
H 1.50 1.72 0.09 0.0719
H -1.02 1.56 -0.32 0.1138
H -0.51 0.89 1.20 0.1024
H -1.95 -0.84 0.23 0.1248
H -1.22 -0.59 -1.39 0.1273
H 0.21 -1.31 1.76 0.0141
H 1.66 -0.04 -0.22 0.0560
```

Results
Orbital gap = 9.231 eV
HOMO energy = -8.602 eV
Energy relative to the best compared isomer or geometry (same formula, charge and spin) = 348.0 kJ/mol
Total energy = -6321.56132 eV
LUMO level = 0.0231 Eh
F_max = 1.9 eV/A

***

Computed, not measured: an isolated molecule of C4H8O, with ωB97M-V with the def2-TZVPD basis set.

Structure (XYZ):
```
13
Properties=species:S:1:pos:R:3:lowdin_charge:R:1
C 1.11 1.49 0.07 -0.0338
C 0.00 -0.82 -0.32 0.0031
C -1.43 -1.10 -0.50 -0.0925
C 0.47 0.22 0.64 -0.6332
O -0.51 0.32 1.50 -0.0450
H 0.33 2.05 -0.46 0.0807
H 1.46 2.11 0.90 0.0790
H 1.94 1.29 -0.61 0.0779
H 0.71 -1.56 -0.69 0.1106
H -1.79 -1.87 0.20 0.0983
H -1.61 -1.48 -1.51 0.0859
H -1.99 -0.19 -0.25 0.0914
H 1.31 -0.45 1.02 0.1778
```

Results
Orbital gap (alpha / beta) = 7.250 / 9.060 eV
HOMO energy (alpha / beta) = -8.370 / -9.412 eV
Energy relative to the best compared isomer or geometry (same formula, charge and spin) = 366.1 kJ/mol
Total energy = -6321.37384 eV
LUMO level (alpha / beta) = -0.0412 / -0.0129 Eh
F_max = 1.0 eV/A

***

Computed, not measured: an isolated molecule of C4H8O, with ωB97M-V with the def2-TZVPD basis set.

Structure (XYZ):
```
13
Properties=species:S:1:pos:R:3:lowdin_charge:R:1
C -1.12 -0.58 0.72 -0.0284
C -0.14 0.03 -0.36 -0.5837
O -0.77 0.34 -1.55 0.0090
C 1.29 -0.45 -0.34 -0.0711
C 0.93 0.89 0.25 -0.0822
H -0.73 -0.82 1.73 0.0906
H -1.43 -1.52 0.27 0.0726
H -2.02 0.05 0.90 0.0833
H -0.98 1.29 -1.53 0.1064
H 1.62 -1.26 0.30 0.0970
H 1.77 -0.46 -1.33 0.1117
H 0.34 0.76 1.15 0.0815
H 1.35 1.83 -0.13 0.1134
```

Results
Orbital gap = 10.562 eV
HOMO energy = -9.577 eV
Energy relative to the best compared isomer or geometry (same formula, charge and spin) = 204.6 kJ/mol
Total energy = -6323.04727 eV
LUMO level = 0.0362 Eh
SMILES = CC1(O)CC1
F_max = 3.0 eV/A

***

Computed, not measured: an isolated molecule of C4H8O, with ωB97M-V with the def2-TZVPD basis set.

Structure (XYZ):
```
13
Properties=species:S:1:pos:R:3:lowdin_charge:R:1
C 2.10 -0.22 -0.02 -0.1059
C 0.60 -0.38 -0.11 -0.1700
C -0.28 0.62 -0.02 -0.1177
C -1.78 0.50 -0.06 -0.2640
O -2.23 -0.87 -0.09 -0.0941
H 2.57 -0.67 -0.91 0.0753
H 2.38 0.83 0.05 0.0652
H 2.47 -0.74 0.86 0.0671
H 0.26 -1.42 -0.28 0.1099
H 0.08 1.64 0.09 0.1067
H -2.14 0.98 -0.99 0.1236
H -2.22 1.04 0.79 0.1116
H -1.81 -1.30 0.69 0.0923
```

Results
Orbital gap = 10.452 eV
HOMO energy = -9.398 eV
Energy relative to the best compared isomer or geometry (same formula, charge and spin) = 83.8 kJ/mol
Total energy = -6324.29923 eV
LUMO level = 0.0387 Eh
SMILES = C/C=C/CO
F_max = 0.9 eV/A

***

Computed, not measured: an isolated molecule of C4H8O, with ωB97M-V with the def2-TZVPD basis set.

Structure (XYZ):
```
13
Properties=species:S:1:pos:R:3:lowdin_charge:R:1
C -1.26 -0.81 -0.01 -0.0788
C -0.02 -0.10 0.50 -0.3131
C 1.28 -0.36 -0.29 -0.1660
O 1.33 1.00 -0.76 -0.1152
C 0.17 1.35 0.01 -0.1649
H -2.16 -0.41 0.45 0.0775
H -1.21 -1.88 0.23 0.0775
H -1.35 -0.71 -1.09 0.0849
H 0.09 -0.23 1.58 0.1320
H 1.19 -1.08 -1.11 0.1176
H 2.16 -0.61 0.32 0.1154
H 0.42 2.08 0.79 0.1150
H -0.64 1.75 -0.61 0.1180
```

Results
Orbital gap = 10.728 eV
HOMO energy = -9.597 eV
Energy relative to the best compared isomer or geometry (same formula, charge and spin) = 114.6 kJ/mol
Total energy = -6323.98010 eV
LUMO level = 0.0416 Eh
SMILES = CC1COC1
F_max = 0.4 eV/A

***

Computed, not measured: a cluster of 2 separate species, C4H8O in total, with ωB97M-V with the def2-TZVPD basis set.

Structure (XYZ):
```
13
Properties=species:S:1:pos:R:3:lowdin_charge:R:1
C -1.79 0.02 0.19 -0.1672
C -0.39 0.25 -0.36 -0.2972
C 0.78 0.25 0.61 -0.2007
C 1.83 -0.24 -0.36 -0.2060
O 1.63 -1.19 -1.11 0.0175
H -2.19 0.81 0.86 0.0632
H -1.82 -0.92 0.75 0.0629
H -2.49 -0.07 -0.64 0.0617
H 0.29 -1.04 -1.01 0.2084
H -0.36 1.22 -0.92 0.0961
H 1.12 1.16 1.14 0.1102
H 0.63 -0.54 1.36 0.1234
H 2.77 0.29 -0.51 0.1277
```

Results
Orbital gap = 8.571 eV
HOMO energy = -8.187 eV
Energy relative to the best compared isomer or geometry (same formula, charge and spin) = 319.5 kJ/mol
Total energy = -6321.85647 eV
LUMO level = 0.0141 Eh
F_max = 3.9 eV/A

***

Computed, not measured: a cluster of 2 separate species, C4H8O2 in total, with ωB97M-V with the def2-TZVPD basis set.

Structure (XYZ):
```
14
Properties=species:S:1:pos:R:3:lowdin_charge:R:1
C -0.17 -1.23 2.11 -0.0728
C -0.04 -0.35 1.06 -0.5191
O 1.22 -0.06 0.54 -0.0398
C -1.05 0.39 0.45 -0.2471
C -0.92 1.41 -0.50 -0.1305
H 0.61 -1.87 2.50 -0.0126
H -1.15 -1.29 2.57 -0.0029
H 1.88 -0.62 0.94 0.0687
H -2.03 0.13 0.83 0.0797
H 0.07 1.67 -0.84 -0.0017
H -1.78 1.98 -0.81 -0.0213
H 1.11 0.46 -3.36 0.0095
H -0.21 0.38 -2.55 -0.0095
O 0.54 -0.15 -2.88 -0.1006
```

Results
Orbital gap (alpha / beta) = 4.008 / 6.678 eV
HOMO energy (alpha / beta) = 0.091 / -2.676 eV
Energy relative to the best compared isomer or geometry (same formula, charge and spin) = 34.5 kJ/mol
Total energy = -8370.75763 eV
LUMO level (alpha / beta) = 0.1506 / 0.1470 Eh
Total charge = -1
Multiplicity = 2
F_max = 0.9 eV/A

***

Computed, not measured: an isolated molecule of C4H8O2, with ωB97M-V with the def2-TZVPD basis set.

Structure (XYZ):
```
14
Properties=species:S:1:pos:R:3:lowdin_charge:R:1
C -1.74 -0.55 -0.37 -0.1043
C -0.24 -0.81 -0.18 -0.2045
C 0.49 0.31 0.57 -0.3738
O 1.38 -0.20 1.54 -0.0204
C 1.29 1.14 -0.44 -0.1874
O 2.34 1.67 -0.15 0.0671
H -2.16 -1.21 -1.14 0.0713
H -1.94 0.48 -0.69 0.0737
H -2.31 -0.72 0.55 0.0772
H 0.23 -0.93 -1.17 0.1053
H -0.07 -1.75 0.35 0.1175
H -0.25 0.98 1.04 0.1540
H 2.11 0.43 1.58 0.0884
H 0.87 1.16 -1.47 0.1360
```

Results
Orbital gap = 10.971 eV
HOMO energy = -10.152 eV
Energy relative to the best compared isomer or geometry (same formula, charge and spin) = 116.5 kJ/mol
Total energy = -8372.07460 eV
LUMO level = 0.0301 Eh
SMILES = CC[C@@H](O)C=O
F_max = 0.7 eV/A

***

Computed, not measured: a structure of composition C4H8O2, with ωB97M-V with the def2-TZVPD basis set.

Structure (XYZ):
```
14
Properties=species:S:1:pos:R:3:lowdin_charge:R:1
C -2.08 -0.34 0.37 -0.0161
C -0.56 -0.63 0.05 -0.5401
O -0.32 0.59 -0.61 -0.1434
C 1.18 1.02 -0.61 -0.1074
C 1.88 -0.04 0.16 0.0731
O 0.36 -0.75 1.06 -0.0750
H -2.49 -1.24 0.82 0.0634
H -2.65 -0.10 -0.55 0.0848
H -2.17 0.52 1.05 0.0818
H -0.52 -1.54 -0.61 0.1433
H 1.42 1.10 -1.68 0.1167
H 1.19 2.00 -0.12 0.1166
H 2.37 0.20 1.10 0.0949
H 2.40 -0.80 -0.44 0.1073
```

Results
Orbital gap = 9.796 eV
HOMO energy = -9.457 eV
Energy relative to the best compared isomer or geometry (same formula, charge and spin) = 339.5 kJ/mol
Total energy = -8369.76351 eV
LUMO level = 0.0125 Eh
F_max = 3.4 eV/A

***

Computed, not measured: a cluster of 2 separate species, C4H8O2 in total, with ωB97M-V with the def2-TZVPD basis set.

Structure (XYZ):
```
14
Properties=species:S:1:pos:R:3:lowdin_charge:R:1
O -0.61 -1.48 -1.83 -0.0695
C -1.18 -0.36 -2.20 -0.0227
C 0.47 1.18 -0.32 -0.0523
C 0.72 -0.07 0.47 -0.3351
C 0.27 -0.22 1.86 -0.1006
O -0.43 -0.86 0.80 -0.1078
H -0.78 -1.72 -0.89 0.0814
H 0.29 0.96 -1.38 0.0358
H -1.79 -0.01 -1.32 0.0098
H 1.35 1.84 -0.28 0.0884
H -0.39 1.72 0.07 0.0948
H 1.57 -0.68 0.16 0.1458
H -0.27 0.59 2.34 0.1182
H 0.80 -0.89 2.54 0.1139
```

Results
Orbital gap = 9.387 eV
HOMO energy = -8.484 eV
Energy relative to the best compared isomer or geometry (same formula, charge and spin) = 484.4 kJ/mol
Total energy = -8368.26106 eV
LUMO level = 0.0332 Eh
F_max = 0.4 eV/A

***

Computed, not measured: a structure of composition C4H8O2, with ωB97M-V with the def2-TZVPD basis set.

Structure (XYZ):
```
14
Properties=species:S:1:pos:R:3:lowdin_charge:R:1
C -1.11 -1.16 -0.03 -0.0805
C -0.20 0.07 0.09 -0.3445
C 1.26 -0.25 -0.14 -0.2613
O 2.00 0.95 -0.04 -0.0670
C -0.69 1.29 -0.42 -0.1850
O -1.63 1.75 0.32 0.0067
H -2.17 -0.88 0.02 0.0798
H -0.91 -1.86 0.78 0.0774
H -0.95 -1.69 -0.98 0.0771
H -1.14 0.83 1.01 0.2201
H 1.58 -1.00 0.60 0.1220
H 1.40 -0.71 -1.14 0.1234
H 2.92 0.75 -0.24 0.0883
H -0.35 1.90 -1.27 0.1434
```

Results
Orbital gap = 8.742 eV
HOMO energy = -8.198 eV
Energy relative to the best compared isomer or geometry (same formula, charge and spin) = 411.4 kJ/mol
Total energy = -8369.01811 eV
LUMO level = 0.0200 Eh
F_max = 0.4 eV/A

***

Computed, not measured: an isolated molecule of C4H8O2, with ωB97M-V with the def2-TZVPD basis set.

Structure (XYZ):
```
14
Properties=species:S:1:pos:R:3:lowdin_charge:R:1
C -0.11 0.94 0.42 -0.0990
C 1.22 1.01 -0.32 -0.1482
O 1.14 -0.11 -1.19 -0.0644
C 0.60 -1.13 -0.42 -0.1656
C -1.87 -1.11 0.32 -0.0025
O -0.35 -0.49 0.48 -0.2980
H -0.09 1.32 1.44 0.1384
H -0.93 1.39 -0.15 0.1285
H 1.34 1.91 -0.92 0.1351
H 2.07 0.90 0.37 0.1320
H 1.35 -1.61 0.22 0.1471
H 0.05 -1.84 -1.03 0.1306
H -2.25 -0.74 1.29 -0.0185
H -2.24 -0.37 -0.42 -0.0155
```

Results
Orbital gap = 8.167 eV
HOMO energy = -7.446 eV
Energy relative to the best compared isomer or geometry (same formula, charge and spin) = 526.3 kJ/mol
Total energy = -8367.82658 eV
LUMO level = 0.0265 Eh
F_max = 0.4 eV/A

***

Computed, not measured: an isolated molecule of C4H8O2, with ωB97M-V with the def2-TZVPD basis set.

Structure (XYZ):
```
14
Properties=species:S:1:pos:R:3:lowdin_charge:R:1
C -1.49 -0.56 0.08 -0.0130
C -0.14 0.10 0.17 -0.4393
C 0.97 -0.93 -0.02 -0.2148
O 2.20 -0.27 -0.13 -0.0518
C -0.05 1.49 -0.25 -0.1182
O 0.39 1.17 1.06 -0.0374
H -1.59 -1.53 0.58 0.0900
H -1.39 -0.66 -1.01 0.1039
H -2.39 0.05 0.24 0.0874
H 0.85 -1.61 -0.87 0.1342
H 0.91 -1.57 0.89 0.1323
H 2.07 0.48 0.48 0.0813
H -0.99 2.04 -0.22 0.1219
H 0.67 1.81 -1.00 0.1236
```

Results
Orbital gap = 11.110 eV
HOMO energy = -10.201 eV
Energy relative to the best compared isomer or geometry (same formula, charge and spin) = 245.6 kJ/mol
Total energy = -8370.73662 eV
LUMO level = 0.0334 Eh
SMILES = C[C@@]1(CO)CO1
F_max = 1.3 eV/A

***

Computed, not measured: an isolated molecule of C4H8O2, with ωB97M-V with the def2-TZVPD basis set.

Structure (XYZ):
```
14
Properties=species:S:1:pos:R:3:lowdin_charge:R:1
C 2.31 1.21 0.77 0.0197
C 1.51 0.32 1.34 -0.2155
O 0.33 -0.17 0.88 -0.0710
O -0.03 0.53 -0.31 -0.1150
C -0.75 -0.39 -1.11 -0.2483
C -2.09 -0.78 -0.51 -0.0763
H 3.22 1.51 1.29 0.0524
H 2.09 1.65 -0.19 0.0545
H 1.70 -0.14 2.31 0.1189
H -0.12 -1.27 -1.31 0.1231
H -0.88 0.16 -2.05 0.1272
H -2.67 0.12 -0.28 0.0807
H -1.96 -1.35 0.41 0.0723
H -2.66 -1.39 -1.22 0.0773
```

Results
Orbital gap = 10.068 eV
HOMO energy = -8.932 eV
Energy relative to the best compared isomer or geometry (same formula, charge and spin) = 405.6 kJ/mol
Total energy = -8369.07848 eV
LUMO level = 0.0417 Eh
SMILES = C=COOCC
F_max = 0.2 eV/A

***

Computed, not measured: an isolated molecule of C4H8O2, with ωB97M-V with the def2-TZVPD basis set.

Structure (XYZ):
```
14
Properties=species:S:1:pos:R:3:lowdin_charge:R:1
C -0.24 -0.31 -2.03 -0.0538
O -0.93 -0.22 -0.77 -0.1778
C -0.28 -0.85 0.58 -0.0971
C -0.26 0.36 1.37 -0.1800
C 1.00 1.05 1.56 -0.3647
O 1.21 1.98 2.32 -0.0128
H -0.06 0.69 -2.41 0.0951
H -0.88 -0.86 -2.73 0.0896
H 0.71 -0.84 -1.90 0.0874
H 0.69 -1.24 0.24 0.1074
H -0.98 -1.65 0.84 0.1142
H -1.03 0.51 2.12 0.1058
H -0.78 0.69 -0.10 0.1715
H 1.82 0.68 0.89 0.1153
```

Results
Orbital gap = 9.150 eV
HOMO energy = -8.538 eV
Energy relative to the best compared isomer or geometry (same formula, charge and spin) = 400.7 kJ/mol
Total energy = -8369.12896 eV
LUMO level = 0.0225 Eh
F_max = 0.4 eV/A

***

Computed, not measured: a cluster of 3 separate species, C4H8O2 in total, with ωB97M-V with the def2-TZVPD basis set.

Structure (XYZ):
```
14
Properties=species:S:1:pos:R:3:lowdin_charge:R:1
C -0.60 1.55 1.08 -0.1031
C 0.15 1.98 0.08 -0.1028
H -0.17 1.26 2.04 0.0510
H -1.67 1.43 0.99 0.0532
H -0.27 2.24 -0.89 0.0508
H 1.23 2.07 0.16 0.0534
C 1.23 -0.91 -1.23 -0.1773
O 1.04 0.14 -1.77 -0.0062
H 1.73 -1.01 -0.24 0.0974
H 0.89 -1.87 -1.69 0.0844
C -0.90 -1.72 0.36 -0.1757
O -0.98 -1.16 1.42 -0.0064
H -0.26 -2.62 0.23 0.0835
H -1.44 -1.38 -0.55 0.0976
```

Results
Orbital gap = 9.570 eV
HOMO energy = -9.551 eV
Energy relative to the best compared isomer or geometry (same formula, charge and spin) = 348.5 kJ/mol
Total energy = -8369.66982 eV
LUMO level = 0.0007 Eh
SMILES = C=C.C=O.C=O
F_max = 0.6 eV/A

***

Computed, not measured: a cluster of 2 separate species, C4H8O2 in total, with ωB97M-V with the def2-TZVPD basis set.

Structure (XYZ):
```
14
Properties=species:S:1:pos:R:3:lowdin_charge:R:1
C 1.51 0.88 -0.07 -0.1007
C 0.75 -0.29 -0.64 -0.1767
C -0.44 -0.24 -1.25 -0.2463
O -1.21 0.85 -1.49 0.0038
H 0.92 1.80 -0.07 0.0649
H 1.81 0.68 0.96 0.0726
H 2.42 1.07 -0.64 0.0772
H 1.21 -1.27 -0.55 0.1048
H -0.92 -1.14 -1.63 0.1229
H -0.73 1.64 -1.21 0.0874
C -1.33 -0.99 1.65 -0.1635
O -1.28 -2.15 1.96 -0.0084
H -0.60 -0.25 2.02 0.0808
H -2.11 -0.59 0.97 0.0812
```

Results
Orbital gap = 9.693 eV
HOMO energy = -9.051 eV
Energy relative to the best compared isomer or geometry (same formula, charge and spin) = 216.3 kJ/mol
Total energy = -8371.03967 eV
LUMO level = 0.0236 Eh
SMILES = C/C=C\O.C=O
F_max = 0.5 eV/A